101
Properties=species:S:1:pos:R:3:forces:R:3:mulliken_charge:R:1 method="wB97M-V/def2-TZVPD" homo_energy_ev=-11.56 orbital_gap_ha=0.3479 total_charge=+1 fmax_ha_per_bohr=0.0651 e_tot_ha=-2747.84076
C 2.07320 -5.86016 0.83477 0.6353 -0.4925 1.1060 -0.5333
O 2.09263 -4.85588 -0.22045 -1.2338 0.1007 0.3346 -0.3607
C 0.77580 -4.35196 -0.47603 -1.2210 -0.7103 0.1496 -0.6916
C 0.33261 -3.18344 0.53066 0.6793 -0.3711 0.0209 -0.2404
C 0.53842 -1.70946 -0.03402 0.4013 -1.0145 2.4622 -0.2962
N -0.55898 -1.23376 -0.97251 1.0049 2.6123 0.7758 0.8493
F -1.20986 -2.24928 -1.61656 0.2619 -0.3693 -0.3470 -0.1966
C 0.12942 -0.27296 -1.93883 1.0199 0.7201 -1.5967 -0.5131
C 0.93279 -1.00939 -3.10649 -0.3647 0.3390 -1.1266 -0.4320
N 2.41575 -0.86121 -3.03094 -0.8811 -0.3755 0.4292 -0.4575
C -1.62488 -0.41067 -0.27862 -0.3972 0.8352 1.6818 -1.0561
C -2.30547 -1.12243 0.97279 -1.0518 0.5545 -0.0086 -0.4826
C -3.38188 -2.24670 0.61210 1.0501 -0.0885 0.7523 -0.8940
C -4.59416 -1.74579 -0.28050 -1.0619 -0.7927 1.1117 0.8475
F -5.78303 -2.16572 0.39017 2.0240 0.7945 -1.3675 -0.3313
F -4.70121 -0.34384 -0.38690 0.4669 -2.5035 -0.1847 -0.2273
C -4.66929 -2.47746 -1.71919 -2.0380 -0.3995 -1.1539 0.4853
F -5.97867 -2.38753 -2.23096 2.8703 -0.0328 1.0955 -0.2676
F -4.42445 -3.85934 -1.57516 0.0483 3.3175 -0.4397 -0.2415
F -3.84398 -1.87928 -2.67539 -1.1284 -1.4842 2.0544 -0.1598
H 2.17220 -6.91994 0.41844 -0.2862 1.5126 0.3368 0.2553
H 2.96538 -5.70503 1.53808 -1.2271 -0.1255 -1.2257 0.0881
H 1.13648 -5.78687 1.48285 1.0714 -0.0824 -0.9514 0.3040
H 0.03345 -5.21511 -0.30705 0.9113 1.2134 -0.3688 0.3877
H 0.62375 -4.04124 -1.57185 0.7035 -0.3466 1.5532 0.1658
H 1.00758 -3.26627 1.45733 -0.9006 0.2035 -1.3779 0.5062
H -0.71978 -3.40442 0.90809 1.2927 0.6338 -0.6611 0.1466
H 0.47709 -1.00538 0.87227 0.0192 -0.7731 -1.5188 0.1177
H 1.57328 -1.54875 -0.47274 -1.5435 -0.5456 0.1396 0.3173
H -0.61091 0.49517 -2.34589 0.7635 -1.3642 0.4965 0.1408
H 0.89863 0.32103 -1.32862 -1.3764 -0.9144 -0.5706 0.5880
H 0.70415 -2.11468 -3.22564 -0.1827 1.3381 0.4516 0.3349
H 0.59933 -0.51367 -4.08905 0.3034 -0.6696 1.4933 0.0879
H 2.71830 -0.42072 -2.15687 0.0558 -0.4983 -0.4702 0.1035
H 2.81977 -1.79379 -3.15723 0.1927 0.7160 0.4064 0.2902
H -1.08376 0.51644 0.12785 -0.6109 -1.3033 -0.7076 0.5175
H -2.34643 -0.04594 -1.07181 0.7790 -0.7485 0.9556 0.2879
H -2.87803 -0.29754 1.53274 0.9614 -1.0096 -0.9314 0.2445
H -1.55723 -1.52558 1.73706 -0.9409 0.5228 -1.2942 0.4186
H -2.81728 -3.13859 0.16817 -1.1979 1.2690 0.2170 0.2868
H -3.80015 -2.63484 1.60804 0.3233 0.6790 -1.5853 0.4188
O 5.21973 -6.46310 1.79105 0.1026 0.4285 0.5647 -0.5903
C 5.86570 -5.48116 2.05192 -0.4218 -0.5016 -0.4676 0.5580
O 5.79075 -4.81661 3.23518 -0.1420 -0.4000 -0.2416 -0.3638
C 6.60427 -3.63727 3.17147 0.1637 0.4818 0.2643 -0.3903
C 7.60935 -3.90636 2.07539 0.5310 0.2504 -0.2100 -0.4543
C 6.82489 -4.78555 1.12331 0.4783 0.1176 0.1392 -0.3170
H 5.96112 -2.78193 2.94483 0.0196 -0.0626 -0.0226 0.2348
H 7.08552 -3.47121 4.13631 -0.2406 -0.1411 0.0152 0.3035
H 7.99765 -2.99699 1.61475 -0.0955 -0.0237 0.0877 0.3088
H 8.45720 -4.46806 2.47924 -0.0751 0.0711 -0.0042 0.2950
H 6.25611 -4.19646 0.39981 -0.0052 -0.1069 -0.0269 0.1198
H 7.46801 -5.50294 0.61494 -0.3308 -0.0269 -0.1467 0.3256
O 0.11772 1.81091 -5.39781 -0.5478 0.0115 0.6053 -0.5877
C -1.05740 1.57856 -5.30598 0.9989 -0.0828 -0.5254 0.5395
O -1.77726 1.75365 -4.16247 0.3087 -0.0024 0.0301 -0.3201
C -3.11612 1.27856 -4.36826 -0.5349 -0.0358 0.2182 -0.0666
C -3.32373 1.30813 -5.86534 -0.4578 -0.0508 -0.3884 -0.5949
C -1.93336 1.01775 -6.39356 -0.4971 0.2553 -0.0851 -0.4353
H -3.19451 0.26686 -3.95759 0.0195 0.0251 -0.0331 -0.0236
H -3.81988 1.92778 -3.84525 0.2432 -0.0152 0.1135 0.3685
H -4.08037 0.60150 -6.20863 0.0307 0.0586 0.1104 0.3440
H -3.63261 2.31019 -6.17703 -0.0039 -0.1037 0.0634 0.2907
H -1.74730 -0.05523 -6.48277 0.1206 0.0673 -0.0790 0.2241
H -1.74978 1.52014 -7.34231 0.2867 -0.2364 0.0669 0.3356
O 0.24231 2.06278 2.25580 -0.5871 -0.1698 -0.5691 -0.6465
C -0.86957 2.50414 2.40758 0.7684 0.1531 0.2629 0.4946
O -1.70642 2.80760 1.38155 0.5285 -0.5756 0.0495 -0.3724
C -2.90184 3.40991 1.90543 -0.6969 0.3663 -0.2689 -0.3443
C -2.97562 2.95764 3.34400 -0.4200 -0.2197 0.3891 -0.4464
C -1.51480 2.84004 3.72584 -0.4278 -0.1565 0.0975 -0.3602
H -2.81342 4.49223 1.81487 0.0562 -0.2043 -0.0020 0.3416
H -3.76616 3.07596 1.32777 0.2360 -0.0706 -0.1565 0.3084
H -3.54039 3.63692 3.97880 0.0776 -0.1144 -0.1338 0.1864
H -3.44981 1.97137 3.39889 0.0208 0.0432 -0.0189 0.3623
H -1.11124 3.78800 4.08876 0.0528 -0.0780 -0.0067 0.2510
H -1.35148 2.04753 4.45555 0.3260 0.1787 -0.0323 0.3042
O 5.88367 -1.14250 -0.17465 -0.3704 0.5843 0.1880 -0.6091
C 5.78665 -0.06713 -0.70637 0.1372 -0.8562 0.0011 0.5015
O 4.98694 0.93650 -0.25540 0.1009 -0.4907 0.1033 -0.3455
C 5.02746 2.03104 -1.18210 -0.1577 0.5508 -0.1184 -0.3505
C 6.31984 1.85708 -1.94619 0.3425 0.3150 -0.3825 -0.5450
C 6.48110 0.35050 -1.97530 0.2670 0.4770 -0.0129 -0.3756
H 4.14899 1.97085 -1.83192 0.0398 -0.0121 0.0153 0.2095
H 4.99846 2.97487 -0.63622 -0.1368 -0.2185 0.1227 0.3379
H 6.29979 2.31598 -2.93548 -0.0656 0.0047 0.1088 0.3240
H 7.14577 2.30351 -1.38449 -0.1027 -0.0057 -0.0533 0.2695
H 5.96540 -0.09791 -2.82787 0.0838 -0.1058 0.0543 0.2680
H 7.53024 0.05790 -1.96239 -0.2037 -0.3075 -0.0675 0.3244
O -3.00666 5.78768 3.49836 -0.5622 0.5188 -0.2093 -0.5978
C -4.11875 6.23122 3.63691 0.7121 0.2586 0.1307 0.5513
O -4.94590 6.53275 2.60390 0.5167 -0.3475 0.1827 -0.3553
C -6.14252 7.13906 3.11236 -0.5602 0.2846 -0.1108 -0.4732
C -6.23228 6.69216 4.55339 -0.4022 -0.0198 0.4286 -0.4956
C -4.77420 6.57300 4.94805 -0.4708 -0.1974 0.0994 -0.3888
H -6.05000 8.22460 3.01823 0.0449 -0.0746 -0.0183 0.2924
H -7.00006 6.80606 2.52644 0.2485 0.0117 -0.1392 0.3262
H -6.80312 7.37685 5.18171 0.0192 -0.0296 -0.1217 0.3238
H -6.70877 5.70854 4.60788 0.0018 0.1076 -0.0155 0.2655
H -4.37104 7.52120 5.31080 0.1231 -0.1194 0.0260 0.2856
H -4.61879 5.78291 5.68219 0.3140 0.1949 -0.0068 0.2658